{
  "formula": "N6O38Pb7S5",
  "method": "wB97M-V/def2-TZVPD",
  "elements": ["Pb", "Pb", "Pb", "Pb", "Pb", "Pb", "Pb", "N", "O", "O", "O", "N", "O", "O", "O", "N", "O", "O", "O", "N", "O", "O", "O", "N", "O", "O", "O", "N", "O", "O", "O", "S", "O", "O", "O", "O", "S", "O", "O", "O", "O", "S", "O", "O", "O", "O", "S", "O", "O", "O", "O", "S", "O", "O", "O", "O"],
  "coordinates": [[8.027267, 15.387793, 7.268976], [6.780618, 12.205178, 9.953222], [7.264441, 7.737788, 9.334861], [9.252411, 10.429155, 6.382432], [11.228272, 13.548072, 11.543496], [7.213778, 15.381366, 11.916725], [10.839265, 8.771676, 11.907720], [12.540725, 11.093681, 12.856258], [12.073600, 10.247000, 13.692438], [12.129132, 11.022613, 11.652399], [13.306191, 11.962810, 13.192621], [12.687217, 7.314505, 13.636827], [13.350177, 7.005387, 14.569718], [11.444928, 7.163805, 13.691897], [13.107529, 7.825432, 12.552644], [8.833720, 16.334127, 4.644503], [9.716845, 16.416690, 3.809571], [8.619663, 17.259354, 5.482396], [8.104394, 15.237091, 4.756526], [5.244284, 9.701136, 10.473592], [4.440693, 8.822032, 10.555611], [6.511275, 9.459675, 10.683454], [4.965648, 10.851216, 10.017397], [6.119782, 9.955723, 6.704910], [6.975192, 9.831356, 7.603409], [6.578789, 10.030204, 5.533057], [4.922683, 9.904946, 6.985467], [7.522780, 7.039661, 12.192984], [7.901946, 6.863012, 13.310178], [8.426195, 7.476491, 11.338055], [6.414488, 6.732326, 11.692521], [9.533579, 16.205159, 10.242118], [8.648965, 14.874945, 10.321049], [9.182802, 16.873139, 9.080818], [9.124770, 16.848927, 11.474998], [10.939356, 15.776098, 10.458830], [5.270866, 14.824026, 9.066476], [5.373953, 14.019640, 10.371020], [5.765456, 16.207321, 9.155156], [6.249814, 13.952997, 8.221558], [3.896552, 14.752435, 8.674715], [8.545596, 12.793428, 12.964803], [9.353551, 11.933013, 12.103293], [9.244584, 14.114873, 12.879869], [7.194344, 13.064074, 12.305032], [8.264909, 12.315974, 14.290157], [10.266779, 7.800704, 8.387572], [10.153620, 8.626445, 7.138519], [9.710762, 8.695972, 9.543635], [9.235104, 6.704228, 8.248964], [11.601082, 7.311316, 8.643974], [10.041832, 12.999103, 8.006476], [8.653746, 12.455774, 7.947369], [10.164666, 14.346229, 7.399490], [10.589808, 12.908121, 9.374479], [10.836815, 12.032258, 7.167853]],
  "forces_ev_per_angstrom": [[-0.55, 0.50, -0.03], [1.41, 0.71, -0.35], [0.35, -0.75, -0.13], [-0.68, 1.17, -0.48], [-0.45, 0.20, -0.65], [-0.70, 0.34, 0.13], [0.10, -0.07, 0.32], [-0.94, -1.57, 1.30], [0.43, 0.90, -1.17], [0.10, -0.05, -0.23], [0.40, 0.64, 0.09], [-1.18, 0.50, -0.97], [1.85, -0.28, 0.74], [-1.67, -0.15, 0.01], [0.77, 0.05, -0.08], [-0.12, -0.81, 0.18], [-0.76, -0.11, 0.24], [-0.01, -0.68, -0.39], [1.06, 1.49, -0.07], [1.09, 0.13, -1.45], [-0.38, -0.01, 0.32], [-0.91, 1.07, 0.65], [-1.29, -1.00, 0.92], [-1.61, -0.74, -2.14], [1.84, 0.22, 2.24], [-0.81, 0.31, 0.50], [1.14, 0.26, -0.46], [0.71, -0.90, -1.62], [-0.80, 0.06, 0.99], [-0.57, 0.16, 0.16], [0.64, 0.29, 0.85], [0.94, -4.53, 4.78], [0.65, 0.56, -1.33], [-0.21, 2.27, -3.92], [-0.74, 1.79, 1.16], [-0.37, 0.01, -1.19], [-0.41, -1.26, -0.12], [0.74, 1.09, 1.01], [0.72, -0.93, 0.40], [-0.95, 0.97, -0.08], [-0.07, 0.04, -0.82], [-1.66, -0.20, 1.02], [0.65, -1.18, -0.64], [0.27, 1.05, 0.85], [0.19, -0.21, -0.34], [0.78, 0.09, -0.27], [-1.69, -0.80, 1.79], [0.85, -0.43, 0.07], [0.67, -0.74, -1.94], [0.98, 0.84, 0.11], [-0.65, 0.65, -0.12], [2.13, -1.76, -0.70], [-0.27, 0.59, -0.05], [-0.47, -0.49, 0.79], [-0.34, 0.42, -0.08], [-0.19, 0.31, 0.17]],
  "mulliken_charge": [1.491, 1.751, 1.258, 1.433, 1.590, 1.358, 1.346, 1.261, -0.698, -0.762, -0.637, 1.304, -0.632, -0.643, -0.700, 1.131, -0.582, -0.664, -0.677, 1.099, -0.560, -0.562, -0.715, 0.961, -0.352, -0.744, -0.565, 1.078, -0.592, -0.494, -0.654, 1.225, -0.162, -0.677, -0.792, -0.780, 1.128, -0.879, -0.723, -0.931, -0.618, 1.332, -0.511, -0.870, -0.918, -0.654, 1.039, -0.578, -0.559, -0.732, -0.673, 1.488, -1.019, -0.701, -0.418, -0.841],
  "total_charge": -2,
  "orbital_gap_ha": 0.340,
  "energy_ha": -6528.56088
}


{
  "formula": "C5H10N2O",
  "method": "wB97M-V/def2-TZVPD",
  "elements": ["C", "N", "N", "C", "C", "C", "C", "O", "H", "H", "H", "H", "H", "H", "H", "H", "H", "H"],
  "coordinates": [[0.243983, 2.556351, 2.146226], [0.028378, 1.196846, 1.720816], [0.513640, 0.929358, 0.413602], [0.071354, -0.184223, -0.054748], [-0.925309, -1.050748, 0.673494], [0.642873, -0.739173, -1.313523], [-0.342490, -0.924040, -2.440372], [0.008622, -1.998604, -1.650208], [0.091070, 3.200645, 1.294055], [1.307872, 2.627864, 2.448353], [-0.460592, 2.741032, 3.009348], [0.436299, 0.533389, 2.400445], [-1.612099, -0.514002, 1.319903], [-1.618007, -1.450024, -0.020765], [-0.485313, -1.971912, 1.177092], [1.668879, -0.693871, -1.507521], [-0.020678, -1.027040, -3.489963], [-1.312997, -0.289688, -2.436674]],
  "forces_ev_per_angstrom": [[0.70, -0.54, 0.98], [-0.44, -0.80, -0.16], [-0.15, -0.72, 0.23], [0.46, 0.33, 1.42], [0.06, -0.89, 0.50], [-2.77, -0.42, -0.90], [-0.09, 2.15, -1.29], [-0.18, -0.32, 0.61], [-0.32, 0.35, 0.04], [-0.45, 0.69, 0.20], [0.88, 0.21, -1.00], [-0.38, 0.41, -0.74], [0.71, 0.33, 0.55], [-0.39, -0.73, -1.14], [-0.34, 1.33, -0.43], [1.36, 0.14, -0.18], [0.23, 0.19, 0.53], [1.10, -1.72, 0.78]],
  "mulliken_charge": [-0.745, -0.163, -0.604, 0.350, -1.226, 0.020, -0.320, -0.397, 0.290, 0.248, 0.259, 0.234, 0.411, 0.441, 0.266, 0.443, 0.293, 0.201],
  "orbital_gap_ha": 0.338,
  "energy_ha": -381.14656,
  "smiles": "CN/N=C(\\C)[C@@H]1CO1",
  "e_above_lowest_kcal_mol": 87.1
}


{
  "formula": "C9H21N3O3",
  "method": "wB97M-V/def2-TZVPD",
  "elements": ["C", "N", "C", "C", "O", "H", "H", "H", "H", "H", "H", "H", "C", "N", "C", "C", "O", "H", "H", "H", "H", "H", "H", "H", "C", "N", "C", "C", "O", "H", "H", "H", "H", "H", "H", "H"],
  "coordinates": [[3.315396, 5.213797, 2.257051], [2.788103, 4.081250, 1.520917], [2.052216, 4.251803, 0.389284], [1.457811, 3.006397, -0.264944], [1.839667, 5.338727, -0.113063], [3.900872, 4.859022, 3.103347], [2.420047, 5.741684, 2.595013], [3.987277, 5.862945, 1.697594], [2.887885, 3.143297, 1.862395], [1.794995, 2.004104, -0.000214], [1.694215, 3.061472, -1.335358], [0.372980, 3.028699, -0.357862], [-0.274242, -1.119308, 1.505818], [-1.221579, -0.317678, 0.777223], [-1.432378, 0.988860, 1.007280], [-2.468043, 1.641570, 0.124903], [-0.812784, 1.621802, 1.855796], [-0.431920, -2.167304, 1.265816], [-0.280067, -0.868528, 2.565800], [0.759204, -0.916105, 1.199163], [-1.823308, -0.769933, 0.105978], [-3.199345, 0.947463, -0.291051], [-1.996800, 2.265337, -0.630939], [-3.076597, 2.285335, 0.763598], [-1.331030, -5.897382, -1.503402], [-1.908525, -4.611950, -1.168909], [-1.350943, -3.456194, -1.562007], [-0.198708, -3.454587, -2.547885], [-1.792415, -2.365273, -1.203912], [-0.294012, -5.931837, -1.165741], [-1.325356, -6.101521, -2.575234], [-1.876175, -6.749283, -1.103580], [-2.553436, -4.462064, -0.405817], [-0.036181, -4.233697, -3.290420], [0.714791, -3.382775, -1.950531], [-0.301616, -2.538145, -3.126107]],
  "forces_ev_per_angstrom": [[-0.52, -0.27, 0.36], [0.28, -0.29, -0.82], [-0.51, -0.60, -0.11], [0.19, -0.21, -1.46], [0.18, 0.27, 0.23], [-0.24, -0.13, 0.11], [0.52, 0.56, 0.22], [-0.32, -0.04, -0.39], [0.04, 0.04, 0.15], [-0.03, 0.22, 0.71], [0.44, 0.29, 0.11], [-0.06, 0.16, 0.87], [0.80, 0.36, -0.21], [-0.49, -0.21, -0.26], [0.40, 0.29, 0.35], [-0.78, 0.17, 0.61], [-0.06, -0.13, -0.19], [-0.31, -0.04, 0.37], [-0.36, -0.34, 0.08], [-0.07, 0.18, -0.18], [0.30, -0.19, -0.06], [0.38, -0.15, -0.38], [-0.02, -0.12, -0.12], [0.28, 0.22, 0.00], [0.34, -0.43, -0.13], [0.04, -0.09, 0.12], [-0.32, 0.92, -1.15], [0.42, 0.40, -0.10], [0.11, -0.54, 0.33], [-0.02, -0.28, 0.08], [-0.07, 0.41, -0.08], [-0.13, 0.33, 0.47], [-0.12, -0.49, -0.09], [-0.46, -0.47, 0.41], [0.05, 0.07, -0.11], [0.09, 0.13, 0.24]],
  "mulliken_charge": [-0.818, -0.200, 0.601, -0.714, -0.632, 0.334, 0.273, 0.251, 0.243, 0.328, 0.355, -0.035, -0.964, 0.005, 0.710, -1.054, -0.657, 0.301, 0.328, 0.239, 0.288, 0.348, 0.226, 0.334, -0.869, -0.121, 0.501, -1.088, -0.688, 0.323, 0.270, 0.318, 0.271, 0.381, 0.278, 0.333],
  "orbital_gap_ha": 0.353,
  "energy_ha": -745.54569,
  "smiles": "CNC(C)=O.CNC(C)=O.CNC(C)=O",
  "e_above_lowest_kcal_mol": 4.7
}